No. 1
C32H50N3ORuS4SeSi3 as an isolated structure in a non-equilibrium geometry. Source: OMol25; level of theory: ωB97M-V with the def2-TZVPD basis set.

As for the energy relative to the best compared isomer or geometry (same formula, charge and spin): 0.0 kcal/mol. As for the HOMO energy (spin up / spin down): -6.8 / -6.8 eV. The multiplicity is 2. The value obtained for the strongest force on any atom is 2.8 eV/Å. As for the energy: -175419.2210 eV. Its expectation value of S² is 0.79. The calculation puts the LUMO energy (spin up / spin down) at -1.044 / -0.832 eV.

Last column: Löwdin charge in e.
Positions of all 95 atoms, in Å:
1 C -1.59 1.49 2.34  -0.20
2 C -5.12 3.82 -2.40  -1.03
3 H 1.47 -3.26 2.36  0.03
4 C -1.45 -3.87 3.34  -0.16
5 C 4.52 0.82 1.02  -0.10
6 H 1.53 -0.82 -3.70  0.06
7 H 3.50 2.51 -3.51  0.10
8 H 1.32 1.47 2.01  0.07
9 H 2.00 -3.91 -1.37  0.04
10 O -5.79 4.70 -2.87  -0.06
11 H 4.37 0.32 -3.47  0.11
12 C 1.43 2.11 -3.05  -0.16
13 H -1.35 2.25 1.61  0.11
14 C 4.01 1.12 2.43  -0.24
15 C 2.26 3.98 -0.04  -0.14
16 H -4.84 -4.83 0.10  0.03
17 H 2.69 -0.72 -5.04  0.08
18 H 1.16 -2.00 3.55  0.04
19 C 2.74 5.13 0.57  0.00
20 C -4.14 1.88 -0.89  -1.15
21 C 0.98 -2.30 2.51  -0.18
22 S -5.56 2.92 -0.93  0.96
23 C 3.05 6.05 -1.65  -0.07
24 C -3.25 2.03 -1.88  -1.16
25 C 2.54 4.91 -2.26  0.00
26 H 1.81 -2.17 -1.16  -0.05
27 H -3.03 0.98 5.35  0.11
28 C -2.51 0.77 4.42  -0.05
29 H 3.81 3.24 2.15  0.10
30 H 1.45 -1.56 1.86  -0.02
31 H -3.30 -5.30 0.84  0.03
32 H 5.27 0.03 1.05  0.07
33 H 0.92 2.88 -3.62  0.13
34 N 1.82 2.77 0.48  0.00
35 C 1.81 2.44 1.90  -0.14
36 H 0.06 -5.63 0.23  0.03
37 C 1.43 1.96 -0.54  -0.58
38 H -1.51 -4.79 2.75  0.03
39 Si -0.88 -2.45 2.22  0.46
40 H -2.40 -1.35 4.74  0.11
41 H -1.07 -1.76 -2.55  -0.02
42 Se 0.83 0.22 -0.35  0.78
43 H 3.02 -1.75 -3.65  0.07
44 H -0.20 -3.07 -3.32  0.03
45 H -4.09 -1.32 2.09  -0.03
46 Si -3.32 -2.86 0.22  0.37
47 H -2.43 2.83 3.78  0.11
48 H 3.71 0.49 0.38  0.03
49 H 3.05 2.62 3.61  0.11
50 H 1.20 3.19 2.40  0.13
51 H 4.87 1.21 3.10  0.11
52 H -3.52 -1.32 -1.84  -0.03
53 C -4.32 -2.33 1.74  -0.20
54 H 3.41 0.28 2.79  0.10
55 Ru -1.82 -0.41 -0.10  0.65
56 C 2.76 1.73 -3.72  -0.17
57 H -5.08 -1.70 -1.12  0.03
58 C 3.30 0.37 -3.27  -0.26
59 H 2.47 4.84 -3.34  0.12
60 H 3.17 0.27 -2.19  0.07
61 C 3.14 6.16 -0.27  -0.07
62 H -4.16 -3.02 2.57  0.02
63 H -5.39 -2.35 1.50  0.04
64 H 0.77 1.25 -2.98  0.04
65 S -3.58 3.28 -3.08  0.95
66 H -1.51 -5.65 -0.58  -0.01
67 C -1.55 -0.78 2.87  -0.31
68 C -3.75 -4.70 0.04  -0.19
69 C 2.59 -0.80 -3.96  -0.10
70 H -2.43 -3.71 3.79  0.02
71 H -1.88 -3.29 -2.84  0.03
72 H 2.81 5.22 1.64  0.11
73 Si -0.35 -3.42 -0.84  0.39
74 C -0.48 -5.30 -0.66  -0.17
75 C 1.52 -3.14 -0.77  -0.20
76 C -1.46 -2.61 0.46  -0.53
77 C -2.18 -0.53 4.08  -0.06
78 C -0.93 -2.84 -2.55  -0.18
79 H -3.42 -5.10 -0.92  0.02
80 C -4.10 -2.12 -1.37  -0.21
81 N -1.28 0.23 2.01  -0.10
82 C 2.15 3.88 -1.43  -0.14
83 H 4.98 1.71 0.58  0.08
84 H -0.02 -5.80 -1.52  0.03
85 C 3.21 2.42 2.55  -0.18
86 H -0.72 -4.03 4.14  0.03
87 H 3.38 6.88 -2.27  0.11
88 S -1.82 1.11 -2.07  0.55
89 H 1.92 -3.22 0.24  0.01
90 H -4.24 -2.90 -2.11  0.03
91 C -2.19 1.80 3.55  -0.05
92 S -3.99 0.77 0.42  0.64
93 H 2.60 1.73 -4.80  0.12
94 N 1.63 2.62 -1.70  0.00
95 H 3.54 7.06 0.17  0.11


No. 2
The molecule C5H6N2OS in a non-equilibrium geometry. Source: OMol25; level of theory: ωB97M-V with the def2-TZVPD basis set.

As for the energy relative to the best compared isomer or geometry (same formula, charge and spin): 136.6 kcal/mol. As for the HOMO energy (spin up / spin down): -8.4 / -9.2 eV. The value obtained for the strongest force on any atom is 3.5 eV/Å. As for the energy: -21139.1726 eV. The calculation puts the LUMO energy (spin up / spin down) at -1.715 / 0.211 eV.

Last column: Löwdin charge in e.
Positions of all 15 atoms, in Å:
1 H 4.06 1.86 0.37  0.05
2 O -0.08 -2.39 0.36  -0.01
3 C 0.09 -0.28 1.11  -0.13
4 H -1.19 -1.81 -1.46  0.10
5 H 0.02 -0.71 2.22  0.17
6 N 2.15 1.06 0.90  0.01
7 C 2.15 -1.03 -0.18  -0.27
8 S 3.71 -0.46 -0.45  0.94
9 C -1.20 -0.86 -0.92  -0.03
10 C 1.48 -0.13 0.59  -0.46
11 H -0.28 0.83 1.20  0.15
12 N -0.61 -1.26 0.30  -0.36
13 C 3.39 1.04 0.48  -0.39
14 H -0.43 -0.12 -1.25  0.10
15 H -2.22 -0.29 -0.83  0.13


No. 3
A 12-piece molecular cluster, C47H125N17O19 overall in a non-equilibrium geometry. Source: OMol25; level of theory: ωB97M-V with the def2-TZVPD basis set.

As for the energy relative to the best compared isomer or geometry (same formula, charge and spin): 86.0 kcal/mol. As for the HOMO energy: -8.4 eV. The value obtained for the strongest force on any atom is 4.8 eV/Å. As for the energy: -114993.3584 eV. Its SMILES is COCCNCCOC.COCCNCCOC.COCCNCCOC.COCCNCCOC.COCCNCCOC.COCCNCCOC.COCCNCCOC.NC(N)=O.NC(N)=O.NC(N)=O.NC(N)=O.NC(N)=O. The calculation puts the LUMO energy at 0.539 eV.

Last column: Löwdin charge in e.
Positions of all 208 atoms, in Å:
1 H 4.54 4.06 5.51  0.12
2 C -2.78 -2.78 -2.85  -0.25
3 H 0.18 -3.56 -0.97  0.08
4 H -0.18 -4.48 2.54  0.09
5 N 3.39 -5.25 -2.42  -0.07
6 H 5.19 -4.39 -2.82  0.10
7 H 1.17 -6.39 3.28  0.12
8 H 1.80 8.87 1.33  0.10
9 H 4.11 7.06 -0.26  0.11
10 H 4.14 7.49 1.42  0.12
11 C -3.93 -1.88 -2.64  -0.21
12 H 7.34 -7.94 -1.20  0.08
13 H -8.02 -1.18 -0.35  0.08
14 H -3.69 -6.26 2.18  0.10
15 H 0.11 0.27 -6.08  0.12
16 C 1.31 0.36 5.54  -0.62
17 N 2.31 0.41 4.70  0.21
18 N -2.32 3.57 -1.49  -0.09
19 O 0.75 5.50 -1.89  -0.20
20 H 5.13 -5.03 -1.16  0.12
21 H -1.17 -3.76 0.27  0.07
22 H -4.48 3.46 2.30  0.07
23 O -3.01 1.46 2.56  -0.02
24 H -1.62 -4.56 -4.45  0.07
25 H -1.63 -5.23 -2.81  0.09
26 H -3.73 -5.40 -1.28  0.10
27 N 3.67 4.28 0.24  -0.07
28 H 4.36 -0.57 2.31  0.08
29 H 2.51 6.21 -2.31  0.08
30 O 4.47 0.87 -0.46  -0.23
31 O -3.47 -3.58 0.56  0.03
32 H 2.51 1.29 4.24  0.10
33 N -2.28 -0.57 -5.69  -0.04
34 H -3.04 3.75 0.47  0.12
35 O -3.95 -2.51 -7.23  -0.16
36 H -6.34 1.76 1.16  0.10
37 C 3.20 4.58 7.26  -0.21
38 C -6.67 -1.01 -2.65  -0.24
39 H 2.59 1.72 -0.20  0.12
40 H 1.74 -4.10 -2.56  0.09
41 C 3.67 2.01 -0.42  -0.24
42 H 3.23 -3.11 -2.06  0.14
43 H 1.93 5.17 -3.60  0.09
44 N -1.71 -1.04 4.37  0.12
45 O -6.28 -0.52 -1.36  -0.20
46 O 0.31 1.65 -4.52  -0.19
47 H -4.20 -4.27 -6.25  0.09
48 C 1.46 4.20 3.12  -0.25
49 C 1.01 -2.91 -5.06  -0.12
50 C 7.78 -7.36 -2.00  -0.08
51 H 2.27 3.78 2.43  0.10
52 O -3.28 -4.02 -3.28  -0.23
53 H 0.51 -3.54 -4.26  0.07
54 C -5.68 -0.60 -3.65  -0.21
55 H -6.76 -0.80 0.69  0.08
56 H 1.48 -1.73 5.83  0.07
57 H 2.01 7.49 6.56  0.07
58 C 1.85 8.28 0.38  -0.08
59 H -2.62 3.44 -2.47  0.14
60 H -1.95 -2.37 -3.51  0.13
61 H 5.08 -1.24 3.73  0.09
62 C 1.94 5.30 -2.51  -0.15
63 H 3.68 5.14 2.12  0.08
64 H 3.79 2.55 -1.40  0.13
65 N -3.79 -5.28 1.97  0.17
66 C -1.84 0.76 -5.15  -0.17
67 H 1.81 -4.51 4.89  0.13
68 H -3.41 -2.02 1.80  0.09
69 N 2.72 3.39 5.04  -0.06
70 H -3.52 -4.73 2.76  0.07
71 H -3.03 -0.90 -5.15  0.02
72 H -4.97 3.53 3.96  0.14
73 O 0.55 1.34 5.81  -0.04
74 H 1.90 2.92 5.49  0.08
75 H 2.61 -0.46 4.35  0.04
76 H 4.43 0.45 -2.49  0.10
77 H -0.44 -5.77 1.54  0.10
78 H 5.17 5.38 1.20  0.14
79 H -3.54 0.17 -7.28  0.12
80 C 2.03 6.66 7.23  -0.12
81 H 4.27 -3.50 4.34  0.12
82 N -3.59 1.52 4.72  0.19
83 C 2.17 -3.98 4.01  -0.23
84 O 6.96 -6.21 -2.25  -0.18
85 H -1.97 -2.26 -8.02  0.12
86 H -5.00 -2.44 -4.28  0.11
87 N -3.71 -5.70 -0.28  0.16
88 O 2.32 6.97 0.68  -0.22
89 H -0.76 2.38 1.18  0.07
90 C 3.32 -3.04 4.30  -0.18
91 H 5.17 -7.34 -2.22  0.12
92 H -6.17 -0.46 -4.56  0.10
93 H 1.11 6.05 7.00  0.09
94 O -0.31 -0.19 -0.51  0.03
95 C -2.27 -5.00 -3.69  -0.07
96 H 1.63 0.04 -4.46  0.08
97 H -2.37 -2.91 -1.81  0.12
98 H -1.07 4.46 3.74  0.08
99 H 3.94 2.75 6.62  0.10
100 C -2.65 -0.46 -7.15  -0.21
101 C -0.08 -3.48 0.12  -0.08
102 C -6.92 -1.22 -0.30  -0.12
103 H -3.16 -1.38 -8.90  0.14
104 C -6.59 2.65 0.52  -0.18
105 H -1.95 5.67 -1.60  0.15
106 H 1.46 5.14 5.01  0.09
107 H -2.52 -4.00 -6.85  0.09
108 H 5.08 -2.14 2.28  0.07
109 H 1.28 -3.36 3.68  0.13
110 H -4.14 2.01 5.36  0.08
111 H -6.79 -2.10 -2.77  0.14
112 H -7.69 -0.66 -2.87  0.13
113 H -1.03 4.77 -0.28  0.12
114 H -1.80 0.53 -3.98  0.15
115 C -2.53 -1.93 3.61  -0.61
116 C 4.88 -5.23 -2.20  -0.19
117 H 2.57 8.70 -0.26  0.06
118 C 4.05 5.32 1.11  -0.20
119 H -5.27 0.35 -3.30  0.13
120 H 2.99 -4.57 -4.76  0.13
121 H -2.77 -0.50 2.47  0.04
122 C 3.70 6.81 0.70  -0.22
123 H -4.08 -6.61 -0.08  0.08
124 C 5.64 -6.43 -2.61  -0.28
125 H 8.79 -7.08 -1.72  0.08
126 N -3.11 -1.41 2.56  0.22
127 H -2.57 1.56 -5.41  0.11
128 C -0.62 3.55 4.07  -0.08
129 H 2.46 4.43 -2.02  0.08
130 C -3.42 -3.54 -6.41  -0.13
131 H 3.82 4.26 8.20  0.14
132 H 0.36 -0.97 6.87  0.10
133 H -3.89 4.80 -0.86  0.15
134 H 5.12 -0.80 -1.43  0.10
135 H 2.02 -6.40 1.70  0.13
136 C 1.53 -5.76 2.47  -0.19
137 O 2.31 -2.53 -4.66  -0.19
138 H 7.92 -7.92 -2.95  0.09
139 H -2.72 -5.91 -3.98  0.08
140 N -4.57 2.97 3.16  0.18
141 N -0.45 2.01 0.28  0.15
142 C -3.69 1.98 3.45  -0.67
143 C -0.07 0.62 0.35  -0.62
144 H -3.10 0.67 4.94  0.08
145 C 2.21 4.62 4.38  -0.20
146 H 2.08 7.07 8.26  0.09
147 H -4.38 1.86 -0.53  0.13
148 C -0.42 1.13 -5.61  -0.23
149 H 0.87 8.21 -0.10  0.09
150 H 2.15 4.34 7.45  0.10
151 C 4.19 2.98 0.67  -0.18
152 H 2.93 -5.64 -1.57  0.11
153 H -1.32 2.72 3.96  0.06
154 H -4.54 -2.20 -1.79  0.11
155 H -3.49 -0.97 -2.17  0.14
156 H 3.15 -2.44 5.23  0.11
157 C 0.30 -5.10 1.83  -0.23
158 H 1.32 -0.43 1.58  0.09
159 N -4.62 -1.58 -3.90  -0.03
160 C 0.92 0.59 -3.85  -0.12
161 H 0.96 -3.59 -5.91  0.08
162 H -1.08 -1.58 5.00  0.09
163 C 4.27 -0.05 -1.49  -0.12
164 C 4.50 -1.49 2.85  -0.08
165 O -5.54 3.44 0.28  -0.20
166 O 3.24 -2.01 3.27  -0.25
167 H 0.29 3.50 -1.74  0.11
168 H 3.28 -0.51 -1.39  0.08
169 H 4.22 -3.37 -4.23  0.12
170 C -1.42 4.68 -1.29  -0.25
171 H -1.76 0.01 -7.61  0.12
172 C -3.61 -4.76 0.74  -0.68
173 H -3.06 -3.23 -5.40  0.05
174 O 0.83 -4.34 0.77  -0.21
175 C -2.92 -1.72 -7.84  -0.24
176 O 3.27 5.99 7.06  -0.20
177 H -5.09 2.90 -1.71  0.12
178 H 0.37 -2.03 -5.21  0.07
179 H -7.11 2.43 -0.35  0.07
180 H 2.76 -4.20 2.17  0.11
181 N 1.15 -0.85 6.25  0.14
182 H -6.69 -2.31 -0.27  0.09
183 H 5.30 2.90 0.48  0.14
184 H 0.97 1.21 2.03  0.07
185 H -0.35 3.64 5.12  0.08
186 H 0.03 -2.40 0.54  0.10
187 H 1.09 5.18 2.74  0.13
188 C -0.20 4.42 -2.10  -0.21
189 C 3.13 -3.62 -4.19  -0.21
190 N 0.72 0.38 1.49  0.16
191 O 0.52 3.20 3.28  -0.21
192 H 0.22 -0.13 -3.47  0.07
193 H 2.73 4.25 0.06  0.06
194 H -7.29 3.14 1.20  0.09
195 H -1.25 -0.24 3.90  0.08
196 O -2.62 -3.12 4.06  -0.06
197 H 2.99 5.40 4.10  0.14
198 H 1.40 1.04 -3.02  0.07
199 H 3.88 2.75 1.74  0.12
200 H -1.09 2.23 -0.50  0.06
201 C 3.71 3.65 6.08  -0.18
202 C -4.63 2.90 -0.73  -0.17
203 H 5.58 -6.66 -3.65  0.11
204 C -3.43 3.78 -0.56  -0.22
205 N 2.54 -4.84 2.93  -0.06
206 C 2.79 -3.94 -2.74  -0.22
207 H -0.41 4.42 -3.23  0.15
208 H -0.44 1.91 -6.34  0.10


Q: Which value of strongest force on any atom does entry 1 give?
A: 2.8 eV/Å